C33H35FeNOP | ωB97M-V with the def2-TZVPD basis set

## Properties
frontier orbital gap (alpha / beta)	0.132 / 0.147	Ha
spin multiplicity	6
charge	-2
E_tot	-3013.1738	hartree

Atoms and positions in Å:
Fe1 0.347 0.941 -0.666
P1 -0.068 -0.692 1.886
O1 0.291 -1.340 -2.325
N1 0.146 -0.434 0.326
C1 -2.008 0.927 -0.451
C2 3.942 -1.716 3.851
C3 2.287 1.267 0.213
C4 -1.220 -2.028 2.178
C5 3.738 -1.985 2.492
C6 -2.603 -3.827 1.362
C7 0.551 -1.594 -3.659
C8 -0.666 0.757 2.779
C9 0.718 1.428 -5.779
C10 -2.496 2.049 3.704
C11 -0.973 2.837 -1.245
C12 -0.132 0.293 -5.911
C13 2.430 0.280 -0.861
C14 1.714 2.259 -1.818
C15 2.098 0.931 -2.099
C16 -1.615 3.094 3.990
C17 -1.730 -2.766 1.103
C18 -2.029 0.878 3.102
C19 -1.352 2.153 -0.034
C20 2.500 -1.721 1.907
C21 2.901 -1.203 4.630
C22 -0.257 2.971 3.678
C23 0.490 -1.054 -5.285
C24 -1.583 0.276 -5.895
C25 -1.565 -2.349 3.503
C26 0.222 1.804 3.083
C27 1.669 -0.904 4.045
C28 -2.435 -3.412 3.746
C29 1.490 -1.125 2.669
C30 -1.395 2.057 -2.347
C31 1.803 2.485 -0.406
C32 -2.957 -4.147 2.678
C33 -2.011 0.863 -1.913
H1 -0.586 3.862 -1.274
H2 -2.502 0.216 0.185
H3 -2.715 0.053 2.907
H4 1.291 1.700 2.880
H5 4.914 -1.916 4.307
H6 -2.373 0.091 -2.492
H7 2.177 0.479 -3.076
H8 -1.985 4.006 4.465
H9 -2.010 -0.594 -5.261
H10 1.622 3.416 0.121
H11 -2.701 -3.659 4.777
H12 0.895 2.161 -6.583
H13 3.040 -1.023 5.698
H14 2.809 -0.700 -0.766
H15 0.857 -0.493 4.645
H16 2.305 -1.966 0.858
H17 -3.642 -4.975 2.876
H18 -0.009 -2.518 -3.764
H19 1.472 3.003 -2.589
H20 0.441 3.780 3.910
H21 1.550 -1.176 -5.711
H22 -3.555 2.133 3.956
H23 1.755 1.229 -5.344
H24 -2.169 0.211 -6.823
H25 0.360 2.155 -4.920
H26 -1.292 2.519 0.952
H27 0.054 -1.930 -5.879
H28 -1.437 -2.493 0.085
H29 1.615 -1.839 -3.600
H30 2.559 1.139 1.210
H31 -1.309 2.350 -3.417
H32 -3.007 -4.410 0.531
H33 4.543 -2.404 1.882
H34 -2.052 1.110 -5.307
H35 -1.157 -1.767 4.330

C33H35N3O2S2Se2Ti | ωB97M-V with the def2-TZVPD basis set

## Properties
energy above the lowest of the compared OMol25 structures with the same formula, charge and spin	2.695	eV
frontier orbital gap	0.226	Ha
E_tot	-8042.0478	hartree

Atoms and positions in Å:
Se1 -2.365 0.563 -0.553
Se2 0.102 1.190 -2.927
Ti1 0.570 0.294 -0.296
S1 -0.268 2.674 -0.375
S2 2.586 1.474 -1.161
O1 2.296 -2.713 -2.336
O2 1.824 0.641 3.594
N1 0.569 -1.668 -1.124
N2 0.486 0.512 1.694
N3 2.222 -0.638 0.433
C1 -2.075 -1.791 -2.776
C2 -1.374 -1.656 2.283
C3 -0.860 -5.005 -0.213
C4 -0.038 -3.887 -0.293
C5 -2.039 -5.082 -0.937
C6 1.065 5.044 -0.040
C7 -2.996 1.298 4.006
C8 -2.759 0.029 3.495
C9 -2.058 2.295 3.806
C10 -0.705 0.811 2.506
C11 -3.845 -0.634 -0.355
C12 2.192 5.856 0.022
C13 3.444 5.315 -0.242
C14 2.718 -0.268 1.598
C15 1.213 -3.871 0.550
C16 -1.579 -2.873 -1.855
C17 3.994 -0.620 1.932
C18 1.658 0.389 2.436
C19 1.172 3.692 -0.372
C20 -1.786 1.404 -3.378
C21 -0.377 -2.807 -1.142
C22 0.114 3.189 2.962
C23 2.864 -1.404 -0.442
C24 4.149 -1.779 -0.194
C25 3.556 3.972 -0.589
C26 4.726 -1.353 1.000
C27 1.905 -1.974 -1.472
C28 2.418 3.163 -0.668
C29 -0.889 2.067 3.076
C30 -1.619 -0.235 2.749
C31 -2.389 -4.012 -1.736
C32 -2.808 1.424 -2.239
C33 0.669 -0.015 -4.347
H1 -3.899 1.498 4.581
H2 -3.806 -1.450 -1.073
H3 4.673 -2.408 -0.905
H4 1.378 -2.899 1.009
H5 -3.455 -0.783 3.705
H6 4.331 5.934 -0.179
H7 -1.508 -0.896 -2.654
H8 -2.143 -2.323 2.676
H9 0.494 -1.053 -4.108
H10 1.032 2.890 2.478
H11 5.748 -1.641 1.228
H12 -4.734 -0.031 -0.475
H13 -0.568 -5.824 0.445
H14 -3.129 -1.562 -2.575
H15 2.101 -4.119 -0.043
H16 1.136 -4.606 1.348
H17 -3.790 -1.014 0.658
H18 2.090 6.909 0.290
H19 -3.316 -4.041 -2.306
H20 -0.409 -2.024 2.623
H21 4.532 3.536 -0.804
H22 -0.306 4.017 2.392
H23 4.390 -0.340 2.897
H24 -1.388 -1.769 1.209
H25 -2.007 0.617 -4.084
H26 -1.817 2.347 -3.890
H27 1.734 0.155 -4.445
H28 0.079 5.458 0.174
H29 0.368 3.559 3.965
H30 -2.679 -5.960 -0.866
H31 -3.038 2.433 -1.951
H32 0.170 0.274 -5.265
H33 -2.008 -2.110 -3.822
H34 -3.721 0.933 -2.557
H35 -2.217 3.284 4.241

C33H35N5 | ωB97M-V with the def2-TZVPD basis set

## Properties
frontier orbital gap	0.154	Ha
E_tot	-1552.1021	hartree

Atoms and positions in Å:
N1 -1.474 -3.263 3.906
N2 -4.365 -4.721 1.299
N3 -1.699 -2.526 -3.607
N4 -1.500 -0.338 -3.567
N5 -1.089 2.965 4.255
C1 -2.922 -1.440 1.178
C2 -3.185 0.934 1.965
C3 -1.809 -1.423 -2.836
C4 -1.291 -6.197 -3.230
C5 -1.193 -0.775 -4.871
C6 -1.058 -4.893 -3.687
C7 -2.926 -4.083 -2.236
C8 -2.063 -2.958 2.935
C9 -2.818 -2.691 1.753
C10 0.076 -4.715 -4.655
C11 -0.783 1.300 -1.887
C12 -3.657 -3.802 1.470
C13 -0.707 2.638 -1.479
C14 -2.905 1.713 -5.062
C15 -0.735 0.737 3.331
C16 -0.823 5.085 -2.010
C17 -0.044 0.242 -1.120
C18 -2.245 -6.450 -2.247
C19 -1.534 1.898 3.477
C20 -2.406 -7.862 -1.778
C21 -0.591 2.826 5.623
C22 -1.183 -0.313 2.544
C23 -1.312 -2.100 -4.893
C24 -2.058 2.009 -3.860
C25 -3.826 -3.052 -1.946
C26 -1.155 3.661 -2.314
C27 -3.019 -5.423 -1.729
C28 -1.879 -3.861 -3.199
C29 -1.451 1.006 -3.092
C30 -0.727 4.240 3.655
C31 -2.795 1.938 2.827
C32 -1.878 3.339 -3.465
C33 -2.418 -0.257 1.854
H1 0.242 0.664 3.826
H2 -4.181 -2.421 -2.760
H3 -0.964 -0.080 -5.661
H4 -2.156 -1.351 -1.820
H5 -1.165 -2.808 -5.689
H6 -1.069 4.307 2.612
H7 -2.301 4.140 -4.080
H8 0.737 -5.592 -4.599
H9 -1.392 5.758 -2.658
H10 0.243 5.297 -2.170
H11 -3.489 2.613 -5.301
H12 -3.619 -1.287 0.361
H13 -4.364 -3.032 -0.995
H14 -0.219 2.889 -0.535
H15 0.375 4.370 3.672
H16 -4.093 1.020 1.372
H17 -3.454 2.768 3.059
H18 -0.691 -7.033 -3.596
H19 -0.677 -0.605 -0.817
H20 -3.348 -8.292 -2.134
H21 0.516 2.790 5.648
H22 -1.001 1.918 6.092
H23 -3.626 0.899 -4.900
H24 -2.309 1.490 -5.959
H25 -1.051 5.317 -0.964
H26 -1.583 -8.462 -2.172
H27 -0.528 -1.187 2.431
H28 -0.283 -4.680 -5.694
H29 0.696 -3.836 -4.439
H30 -1.184 5.059 4.237
H31 -0.920 3.712 6.199
H32 -2.395 -7.906 -0.687
H33 0.351 0.680 -0.191
H34 0.824 -0.154 -1.680
H35 -3.734 -5.663 -0.937

C33H35NO17 | ωB97M-V with the def2-TZVPD basis set

## Properties
energy above the lowest of the compared OMol25 structures with the same formula, charge and spin	2.479	eV
frontier orbital gap	0.273	Ha
SMILES string	O=C(C[C@@H](COCCCCO)NCOO)c1ccccc1.O=C1C=C(O)C(=O)C=C1O.O=C1C=C(O)C(=O)C=C1O.O=C1C=C(O)C(=O)C=C1O
E_tot	-2612.0993	hartree

Atoms and positions in Å:
O1 0.353 4.341 -1.981
O2 0.016 -7.787 -5.405
O3 -1.730 -5.731 -5.565
O4 2.491 -5.736 -1.988
O5 5.675 -4.899 4.991
O6 -10.076 1.608 2.459
O7 -0.450 0.904 1.013
O8 -3.020 3.994 -2.419
O9 5.744 -0.482 1.669
O10 3.517 -1.889 2.107
O11 -5.035 2.607 1.195
O12 -5.844 3.205 3.705
O13 7.901 -3.405 4.638
O14 0.691 -3.719 -2.089
O15 3.878 1.306 2.307
O16 -9.243 0.930 -0.022
O17 1.270 4.361 -3.029
N1 0.466 4.318 0.416
C1 2.279 2.978 1.591
C2 5.637 -3.822 4.184
C3 -6.195 2.352 1.465
C4 4.508 -2.283 2.684
C5 0.909 2.933 0.816
C6 2.971 -0.476 -2.450
C7 1.473 -5.789 -2.867
C8 1.318 -6.826 -3.696
C9 -2.149 2.194 -1.037
C10 2.343 -0.388 -0.007
C11 -7.985 2.422 3.168
C12 1.174 4.616 -0.833
C13 -8.382 1.494 0.843
C14 3.732 0.763 -2.375
C15 3.792 1.457 -1.097
C16 3.149 1.678 1.403
C17 -0.729 -5.690 -4.668
C18 -0.576 -4.655 -3.837
C19 -3.289 2.624 -2.035
C20 2.288 -1.078 -1.297
C21 6.908 -3.047 4.029
C22 3.102 0.867 0.039
C23 -0.227 2.176 1.644
C24 -2.404 0.726 -0.455
C25 0.523 -4.635 -2.874
C26 -6.715 2.666 2.831
C27 4.516 -3.457 3.554
C28 -7.112 1.741 0.505
C29 -1.833 0.525 1.003
C30 0.205 -6.858 -4.643
C31 -8.909 1.833 2.200
C32 6.902 -1.890 3.138
C33 5.779 -1.531 2.502
H1 2.873 -1.029 -3.412
H2 4.828 -0.431 1.330
H3 -2.328 4.334 -1.825
H4 0.786 4.186 -3.857
H5 -4.250 2.604 -1.452
H6 -1.622 -6.578 -6.039
H7 -8.373 2.647 4.152
H8 -6.719 1.502 -0.474
H9 2.125 4.028 -0.969
H10 -1.245 -3.805 -3.844
H11 6.592 -4.943 5.323
H12 -1.935 0.012 -1.191
H13 0.195 1.944 2.669
H14 1.724 -2.036 -1.367
H15 -2.204 2.888 -0.151
H16 -1.133 2.825 1.717
H17 1.839 -0.736 0.916
H18 -1.878 -0.588 1.192
H19 3.589 -4.003 3.662
H20 2.380 -4.893 -1.508
H21 -1.169 2.268 -1.573
H22 7.831 -1.352 3.017
H23 4.323 2.428 -0.947
H24 -5.001 3.281 3.220
H25 0.968 2.367 -0.156
H26 -2.455 1.003 1.801
H27 2.170 3.188 2.689
H28 1.996 -7.668 -3.699
H29 1.491 5.701 -0.824
H30 0.754 4.983 1.140
H31 -3.292 1.936 -2.919
H32 -10.090 0.861 0.461
H33 2.880 3.841 1.175
H34 -3.503 0.471 -0.439
H35 4.246 1.217 -3.253

C33H35NO9PS3Sc | ωB97M-V with the def2-TZVPD basis set

## Properties
energy above the lowest of the compared OMol25 structures with the same formula, charge and spin	1.283	eV
frontier orbital gap (alpha / beta)	0.127 / 0.230	Ha
spin multiplicity	2
charge	-1
E_tot	-4307.2828	hartree

Atoms and positions in Å:
Sc1 -0.180 0.957 -0.306
S1 -0.127 1.075 -3.212
S2 2.977 1.023 -0.770
S3 1.587 -1.184 -4.988
P1 -0.149 -0.521 -4.425
O1 1.729 0.172 -0.416
O2 0.424 2.869 0.186
O3 -8.495 -1.647 1.941
O4 -7.968 0.053 3.281
O5 -2.308 1.632 -0.140
O6 -1.086 -1.825 -4.018
O7 -0.226 0.669 1.627
O8 -1.951 -0.556 -0.407
O9 -1.020 -0.049 -5.695
N1 -7.802 -0.636 2.263
C1 3.264 0.589 4.464
C2 -1.388 0.984 3.691
C3 -2.481 -0.077 -5.634
C4 3.879 -2.555 -1.575
C5 -4.839 -1.029 0.002
C6 -0.692 1.515 2.537
C7 -2.734 0.425 -0.159
C8 -4.903 1.191 0.868
C9 -2.964 1.346 -5.996
C10 3.942 1.020 0.773
C11 -4.182 0.196 0.222
C12 5.425 -3.787 -0.230
C13 -1.703 3.234 4.582
C14 -0.303 -4.100 -3.984
C15 4.300 -3.782 -1.036
C16 3.484 0.349 2.046
C17 3.617 1.078 3.217
C18 -0.464 2.917 2.458
C19 -6.100 -1.308 0.524
C20 -6.121 0.937 1.448
C21 5.710 -1.417 -0.422
C22 -6.670 -0.308 1.324
C23 -1.947 1.831 4.610
C24 -0.589 -2.854 -3.134
C25 2.683 -1.482 3.370
C26 3.073 -0.994 2.134
C27 4.067 -0.042 -1.863
C28 6.109 -2.609 0.096
C29 4.595 -1.364 -1.268
C30 0.227 3.494 1.284
C31 2.759 -0.692 4.522
C32 0.770 4.884 1.441
C33 -0.937 3.725 3.545
H1 6.339 -0.522 -0.212
H2 -2.795 -0.780 -6.432
H3 0.031 -4.952 -3.339
H4 3.722 -4.689 -1.165
H5 3.533 -0.188 -2.820
H6 5.817 -4.702 0.202
H7 2.317 -2.486 3.509
H8 -4.050 1.375 -6.017
H9 -1.312 -3.085 -2.319
H10 6.956 -2.651 0.816
H11 -0.774 4.814 3.460
H12 0.493 -3.899 -4.712
H13 2.505 -1.083 5.503
H14 -4.457 2.173 0.896
H15 -0.049 5.598 1.389
H16 -6.641 1.654 2.093
H17 3.058 -1.679 1.273
H18 -1.215 -4.329 -4.584
H19 -4.377 -1.827 -0.581
H20 -2.609 2.113 -5.314
H21 0.325 -2.522 -2.618
H22 -1.612 -0.094 3.733
H23 4.944 0.628 -2.058
H24 4.975 0.655 0.490
H25 1.211 4.915 2.457
H26 3.350 1.154 5.403
H27 1.548 5.090 0.674
H28 -2.051 3.851 5.416
H29 4.030 2.086 3.143
H30 -2.590 1.587 -6.976
H31 4.110 2.083 0.933
H32 -2.592 1.484 5.379
H33 -2.771 -0.437 -4.624
H34 -6.651 -2.219 0.394
H35 2.992 -2.470 -2.169

C33H36BiIN4O4SeSi | ωB97M-V with the def2-TZVPD basis set

## Properties
energy above the lowest of the compared OMol25 structures with the same formula, charge and spin	0.079	eV
frontier orbital gap	0.237	Ha
E_tot	-5002.4417	hartree

Atoms and positions in Å:
Bi1 -0.345 -0.508 -0.591
I1 -1.463 4.320 4.387
Se1 -0.507 -2.589 -2.097
Si1 -2.514 2.073 -2.079
O1 -0.492 2.010 -4.491
O2 -1.245 1.089 -2.470
O3 3.637 -1.511 0.118
O4 1.435 -1.372 0.279
N1 0.133 -3.853 1.350
N2 0.413 1.656 1.586
N3 -1.244 -1.600 2.185
N4 1.257 0.172 -1.863
C1 -3.587 0.841 -1.117
C2 -0.693 -3.923 2.424
C3 -6.434 -3.473 -3.729
C4 -0.383 2.510 2.204
C5 -2.257 -2.855 3.996
C6 -2.860 -2.224 -3.770
C7 1.553 1.317 2.164
C8 -2.631 -0.495 3.796
C9 -2.449 -4.091 4.634
C10 -4.185 -2.448 -4.114
C11 -3.401 2.714 -3.634
C12 -1.938 -1.565 -4.748
C13 -1.837 -0.528 2.640
C14 -2.873 -3.585 -0.212
C15 2.187 1.063 -3.921
C16 -1.856 3.516 -1.011
C17 2.483 -0.331 -1.580
C18 -4.629 -3.410 -1.978
C19 2.579 -1.126 -0.326
C20 -1.403 -2.759 2.858
C21 3.401 0.572 -3.598
C22 3.567 -0.154 -2.384
C23 -0.071 3.054 3.438
C24 -0.189 1.305 -3.359
C25 -2.425 -2.647 -2.512
C26 1.969 1.846 3.377
C27 1.052 0.873 -3.045
C28 -3.313 -3.197 -1.588
C29 -0.909 -5.117 3.098
C30 -2.863 -1.668 4.455
C31 -1.788 -5.200 4.176
C32 -5.065 -3.090 -3.253
C33 1.138 2.738 4.033
H1 0.731 -4.642 1.162
H2 -2.439 -2.736 0.313
H3 -6.958 -4.058 -2.978
H4 -1.142 -2.250 -5.042
H5 -7.038 -2.600 -3.971
H6 -5.317 -3.862 -1.277
H7 2.922 1.566 3.795
H8 -6.344 -4.074 -4.632
H9 2.145 0.581 1.645
H10 -3.111 -4.146 5.486
H11 -1.671 0.377 2.072
H12 -0.648 2.940 -4.277
H13 -1.676 4.412 -1.597
H14 -1.462 -0.699 -4.294
H15 1.419 3.166 4.984
H16 -3.191 0.612 -0.132
H17 -3.260 2.022 -4.459
H18 -1.919 -6.153 4.667
H19 -3.497 -1.707 5.330
H20 0.503 -2.951 1.089
H21 4.507 -0.598 -2.102
H22 -0.911 3.233 -0.548
H23 1.997 1.585 -4.845
H24 -3.686 -0.096 -1.659
H25 -3.054 0.435 4.144
H26 -4.581 1.251 -0.982
H27 -1.310 2.759 1.705
H28 -2.479 -1.242 -5.635
H29 -2.550 3.788 -0.224
H30 -0.367 -5.997 2.782
H31 -3.710 -3.966 0.368
H32 -3.025 3.685 -3.951
H33 -4.542 -2.137 -5.086
H34 -4.469 2.811 -3.466
H35 -2.101 -4.348 -0.267
H36 4.245 0.716 -4.257